Entry 1:
A structure of composition C9H22AlClIO2P. Source: OMol25; level of theory: wB97M-V/def2-TZVPD.

total charge	+2
energy relative to the best compared isomer or geometry (same formula, charge and spin)	10.9	kcal/mol
HOMO-LUMO gap (alpha / beta)	5.47 / 5.48	eV

The geometry in XYZ format:
```
37
Properties=species:S:1:pos:R:3:forces:R:3:mulliken_charge:R:1
C 1.166441 0.741911 0.509766 2.13 -1.06 0.95 -0.9662
I -0.962943 0.708677 -1.882624 0.36 -2.05 0.05 0.1777
H 1.916248 0.450425 1.282232 -0.30 0.01 -0.39 0.4633
H 0.563999 1.567119 0.918592 -0.58 -0.57 -0.46 0.1998
H 1.767596 1.193689 -0.289509 -0.26 -0.08 0.18 0.4221
Al -0.143006 -0.932395 0.425550 -1.02 1.81 0.45 0.5099
P 1.758817 -0.686973 -1.704887 1.27 1.26 -3.27 0.4071
C 2.152276 0.688160 -2.897247 -0.37 0.28 0.13 -1.1616
C 3.453808 -1.015114 -1.084786 -0.54 0.09 1.70 -1.2483
H 1.112720 -2.957479 -2.265545 0.13 0.11 -0.34 0.3548
H 2.461803 -2.377467 -3.292118 -0.16 0.29 0.35 0.4601
H 0.776089 -1.836065 -3.624817 0.15 0.01 0.38 0.3526
C 1.497835 -2.097735 -2.836044 -1.06 -0.58 0.38 -1.0327
H 3.419057 -1.801915 -0.319913 0.25 0.15 -0.16 0.3812
H 4.071785 -1.346317 -1.929550 -0.46 0.09 -0.07 0.5229
H 3.004260 0.398281 -3.536354 -0.15 -0.13 0.49 0.4289
H 2.407013 1.609659 -2.353433 -0.01 -0.27 -0.18 0.3781
H 3.878297 -0.099249 -0.652133 -0.11 -0.29 -0.08 0.3823
H 1.288753 0.905459 -3.542088 0.38 -0.20 0.26 0.4652
C -0.082163 3.249830 -0.623942 -0.04 2.89 -1.97 0.1307
O -0.078519 4.028552 -1.467347 0.03 -1.99 2.17 -0.1763
Cl 0.026610 -2.949891 1.023611 0.05 1.10 -0.61 -0.1976
C -1.473344 1.670651 3.194515 -0.07 0.20 0.08 -1.0778
C -1.375802 0.219751 2.797914 -0.02 -0.06 -0.03 -0.4095
O -1.522975 0.055459 1.334302 -0.05 -0.50 0.15 0.3504
C -2.946292 0.092079 0.955504 -0.27 -0.18 -1.16 -0.2947
C -3.532156 -1.316083 0.978389 -0.01 0.10 0.43 -1.0970
H -0.771381 2.364242 2.710099 0.02 -0.53 0.00 0.2598
H -1.299407 1.731861 4.269380 -0.07 0.04 0.02 0.4119
H -2.470446 2.052526 2.996791 -0.13 0.08 0.12 0.3440
H -0.408476 -0.209819 3.016770 0.34 -0.13 0.30 0.4167
H -2.156393 -0.416014 3.247991 0.42 0.35 0.01 0.3685
H -3.496193 0.791927 1.607646 0.53 -0.43 -0.07 0.3177
H -2.918058 0.562132 -0.040246 -0.38 -0.34 0.35 0.1430
H -3.489412 -1.672925 2.014224 -0.19 -0.08 -0.16 0.3251
H -4.589096 -1.282831 0.681197 0.33 -0.04 0.02 0.4085
H -3.007345 -2.084118 0.378111 -0.14 0.65 -0.04 0.2791
```
Positions in Å, forces in eV/Å.



Entry 2:
A structure of composition C3H2CsO4. Source: OMol25; level of theory: wB97M-V/def2-TZVPD.

total charge	+1
energy relative to the best compared isomer or geometry (same formula, charge and spin)	43.9	kcal/mol
HOMO-LUMO gap	8.47	eV

The geometry in XYZ format:
```
10
Properties=species:S:1:pos:R:3:forces:R:3:mulliken_charge:R:1
H 1.182145 -0.313934 -1.171144 -0.08 -0.78 -0.57 0.3768
C 1.764412 -1.779325 0.415448 -0.30 -0.27 -6.21 0.1655
C 0.764932 -0.931708 -0.353907 -1.56 3.35 4.44 0.0964
O -0.327587 -0.660425 0.145044 0.66 -0.69 -1.71 -0.4648
C -0.954734 2.557119 0.633207 -2.76 3.10 -2.02 0.6640
O -0.173577 3.324589 0.240071 1.58 -1.47 0.96 -0.2843
O -2.072776 2.207199 0.749948 1.08 -1.76 1.00 -0.3740
O 2.821530 -1.393646 0.794891 0.15 -0.37 1.58 -0.3341
Cs -4.564697 -0.349285 -1.107680 0.15 0.09 0.13 0.9928
H 1.560351 -2.660581 -0.345876 1.08 -1.19 2.40 0.1616
```
Positions in Å, forces in eV/Å.



Entry 3:
A structure of composition C33H34IrN4O3. Source: OMol25; level of theory: wB97M-V/def2-TZVPD.

spin multiplicity	5
<S²>	6.016
total charge	+1
energy relative to the best compared isomer or geometry (same formula, charge and spin)	0.0	kcal/mol
HOMO-LUMO gap (alpha / beta)	7.18 / 5.83	eV

The geometry in XYZ format:
```
75
Properties=species:S:1:pos:R:3:forces:R:3:mulliken_charge:R:1
Ir -0.281418 -0.076321 0.679404 0.37 -0.26 -0.53 1.4636
C 3.823345 -0.441075 -0.663734 0.02 0.06 -0.02 -0.8331
C 4.206047 0.871696 -0.907013 -0.02 -0.05 0.02 -0.7235
C 3.288199 1.905079 -0.772254 0.05 0.02 -0.02 -0.8824
C 1.982553 1.631506 -0.383942 -0.03 0.03 0.03 1.0069
C 1.594206 0.309832 -0.117412 -0.17 0.22 -0.01 -0.0771
C 2.519541 -0.720467 -0.279309 0.00 -0.06 -0.03 -0.3492
C 0.971179 2.702569 -0.209467 0.00 -0.03 -0.04 1.2401
C 1.175717 4.024322 -0.673564 0.03 0.04 -0.03 -1.0216
C 0.210482 4.960840 -0.471097 0.00 0.01 -0.01 -0.8443
C -0.974914 4.618861 0.219316 0.00 -0.03 0.00 1.0678
C -1.997979 5.554153 0.497308 0.00 0.02 0.00 -0.8576
C -3.104131 5.176821 1.202124 -0.01 -0.01 0.00 -0.6437
C -3.226900 3.846651 1.660010 0.01 0.01 0.00 -0.7630
C -2.261775 2.916638 1.390381 -0.03 -0.03 0.04 -0.4413
C -1.112549 3.283716 0.653947 -0.01 0.02 -0.04 -0.0172
N -0.144407 2.356788 0.397778 0.01 0.00 0.22 0.0848
H 4.536482 -1.246858 -0.780582 0.00 0.01 0.00 0.4241
H 5.222156 1.093721 -1.205032 -0.01 0.00 0.00 0.4003
H 3.614387 2.920435 -0.956709 -0.01 -0.02 0.00 0.3234
H 2.229438 -1.750500 -0.110550 -0.01 0.02 0.00 0.3324
H 2.082422 4.278530 -1.201432 -0.01 0.00 0.01 0.3248
H 0.341089 5.975400 -0.828852 0.00 -0.02 0.00 0.4498
H -1.881774 6.573993 0.150383 0.00 -0.02 0.01 0.4088
H -3.882116 5.895265 1.423220 0.01 -0.01 0.00 0.4176
H -4.093809 3.567232 2.245938 0.00 0.00 -0.01 0.4848
H -2.343382 1.901879 1.756598 0.00 0.05 -0.02 0.5206
N -2.304344 -0.023090 -0.056531 0.09 0.10 0.28 -0.6471
C -3.440593 -0.160244 -0.214071 -0.21 0.13 -0.22 0.5695
N -4.720204 -0.309695 -0.418313 0.05 -0.06 0.01 -0.0967
C -5.668336 0.219258 0.584740 0.01 0.05 -0.05 -0.8643
C -6.123559 1.617875 0.192081 0.02 0.00 -0.03 -0.2086
C -6.685030 1.623405 -1.230002 0.01 -0.01 0.01 -0.7704
C -5.667530 1.065360 -2.225582 -0.01 0.00 0.02 -0.4961
C -5.218675 -0.328804 -1.813163 0.03 -0.01 0.04 -0.8107
H -5.185767 0.194224 1.560098 0.02 0.00 0.01 0.4820
H -6.511560 -0.473035 0.609795 -0.01 -0.02 0.00 0.3094
H -5.268589 2.299117 0.254338 -0.01 0.00 0.00 0.0595
H -6.870523 1.966871 0.907139 -0.01 -0.01 0.00 0.3817
H -6.973685 2.634999 -1.515412 0.01 0.00 0.00 0.3586
H -7.595218 1.015706 -1.262493 0.00 0.00 0.00 0.3364
H -4.793385 1.722202 -2.274787 0.00 0.00 0.00 0.2668
H -6.092032 1.019917 -3.229511 0.00 0.00 0.00 0.3706
H -4.429892 -0.720521 -2.451812 0.02 0.00 0.00 0.4674
H -6.052462 -1.031947 -1.836905 -0.02 -0.02 0.01 0.3285
C 1.945918 -0.366637 5.212091 -0.02 0.00 -0.01 -1.6125
C 0.408567 -0.373003 5.227939 0.03 -0.06 0.01 2.2568
C -0.126891 -1.799659 5.430756 0.00 0.01 0.02 -1.4411
C -0.135073 0.583018 6.297721 0.00 0.00 0.00 -1.7196
C -0.047137 0.084257 3.909652 0.01 0.13 0.01 -0.3256
N -0.380728 0.440420 2.870512 -0.09 -0.19 0.04 -0.6426
H 2.303816 -0.690972 6.189240 -0.01 0.00 0.00 0.4218
H 2.335388 0.632245 5.015767 0.00 -0.01 0.00 0.4078
H 2.332621 -1.050756 4.456611 0.00 0.01 0.00 0.3606
H 0.270164 -2.188400 6.368700 -0.01 0.01 0.00 0.4388
H 0.187058 -2.454586 4.617990 0.00 0.02 0.01 0.2083
H -1.215488 -1.807834 5.486343 0.01 0.00 -0.01 0.4156
H 0.188704 0.226692 7.275787 0.00 0.00 -0.01 0.4061
H -1.224648 0.612143 6.286322 0.01 0.00 0.00 0.3886
H 0.246364 1.594198 6.156229 -0.01 -0.01 0.00 0.4136
O -0.316088 -4.414602 -1.879546 0.00 0.02 0.04 -0.6731
C -0.163210 -4.968208 -0.665270 -0.02 0.03 0.04 0.4313
C -0.046196 -6.357633 -0.601937 0.00 -0.01 -0.03 -0.7462
C 0.108390 -6.985490 0.614242 0.01 -0.04 -0.01 -0.3005
C 0.151480 -6.255032 1.803595 0.00 -0.01 0.02 -0.8106
C 0.037283 -4.886144 1.749016 0.00 0.04 -0.01 -0.2661
C -0.120727 -4.221932 0.525577 -0.01 0.04 -0.05 -0.1646
C -0.233713 -2.758066 0.503618 0.02 -0.14 -0.07 1.3338
O -0.179419 -2.095212 1.597120 -0.07 0.08 0.15 -0.6138
O -0.369495 -2.123129 -0.586041 -0.03 -0.04 0.25 -0.8854
H -0.380461 -3.446366 -1.765462 0.02 0.00 0.01 0.3513
H -0.080028 -6.916302 -1.527568 0.00 0.00 0.01 0.4645
H 0.197985 -8.064419 0.644150 0.00 0.02 0.00 0.3834
H 0.273438 -6.760169 2.751506 0.00 0.00 0.00 0.4237
H 0.066228 -4.289756 2.651089 0.00 -0.01 -0.01 0.5637
```
Positions in Å, forces in eV/Å.



What F_max values result from the calculations? In sequence: 3.73 6.22 0.70 eV/Å.
What calculated total energy values result from the calculations? In sequence: -1847.6485 -436.3277 -1826.7171 Eh.